{"formula": "C27H28N2O6OsSSi", "method": "wB97M-V/def2-TZVPD", "elements": ["Os", "O", "C", "C", "C", "N", "C", "C", "C", "O", "O", "C", "O", "O", "H", "H", "H", "C", "C", "C", "C", "C", "C", "C", "C", "S", "C", "N", "C", "C", "C", "C", "C", "C", "C", "C", "H", "H", "H", "H", "H", "H", "H", "H", "H", "H", "H", "H", "H", "H", "H", "H", "C", "Si", "C", "C", "O", "H", "H", "H", "H", "H", "H", "H", "H", "H"], "positions_angstrom": [[1.662, 0.166, -1.136], [4.116, -3.972, 2.498], [3.563, -2.954, 1.799], [2.350, -2.392, 2.138], [1.878, -1.323, 1.355], [2.533, -1.069, 0.180], [3.793, -1.473, -0.037], [4.356, -2.434, 0.740], [4.451, -0.603, -1.089], [5.591, -0.765, -1.441], [3.663, 0.387, -1.473], [0.944, -0.283, 1.596], [-0.235, -0.517, 2.240], [1.080, 0.819, 0.959], [3.522, -4.243, 3.210], [1.822, -2.680, 3.040], [5.372, -2.764, 0.578], [-4.228, 1.450, 3.081], [-2.861, 0.776, 3.270], [-1.803, 1.881, 3.381], [-2.864, -0.031, 4.577], [-2.601, -0.176, 2.103], [-3.500, -1.149, 1.777], [-3.336, -2.020, 0.682], [-2.211, -1.842, -0.148], [-1.777, -2.756, -1.552], [-0.359, -1.815, -1.737], [-0.229, -0.869, -0.827], [-1.267, -0.877, 0.090], [-1.319, -0.051, 1.342], [0.648, -1.991, -2.771], [0.557, -2.960, -3.765], [1.542, -3.035, -4.734], [2.605, -2.137, -4.710], [2.705, -1.180, -3.709], [1.732, -1.101, -2.714], [-4.413, 2.148, 3.902], [-5.042, 0.724, 3.068], [-4.257, 2.011, 2.144], [-2.014, 2.484, 4.265], [-1.825, 2.551, 2.518], [-0.796, 1.477, 3.478], [-3.042, 0.634, 5.425], [-1.903, -0.527, 4.723], [-3.645, -0.794, 4.574], [-4.402, -1.255, 2.368], [-4.064, -2.791, 0.475], [-1.100, 0.990, 1.116], [-0.281, -3.651, -3.781], [1.483, -3.788, -5.508], [3.370, -2.189, -5.475], [3.544, -0.496, -3.698], [-1.719, 2.723, -2.637], [0.010, 3.045, -2.027], [0.860, 4.254, -3.149], [-0.080, 3.725, -0.297], [0.843, 1.629, -2.035], [-2.290, 3.655, -2.669], [-2.244, 2.026, -1.977], [-1.709, 2.295, -3.643], [0.330, 5.211, -3.166], [0.902, 3.868, -4.171], [1.885, 4.434, -2.814], [-0.584, 4.696, -0.288], [0.919, 3.851, 0.127], [-0.632, 3.046, 0.359]], "spin_multiplicity": 5, "energy_ev": -64899.7999, "fmax_ha_per_bohr": 0.0167}

***

{"formula": "C27H28N2O7", "method": "wB97M-V/def2-TZVPD", "elements": ["C", "H", "O", "C", "C", "H", "H", "O", "C", "O", "C", "C", "N", "C", "C", "C", "O", "O", "C", "C", "C", "C", "C", "C", "C", "C", "C", "H", "H", "H", "H", "H", "H", "H", "H", "H", "C", "C", "C", "C", "C", "C", "C", "H", "H", "H", "N", "O", "O", "H", "H", "C", "H", "H", "H", "H", "C", "H", "H", "H", "H", "H", "H", "H"], "positions_angstrom": [[-2.930, -1.663, -2.969], [-2.518, -2.657, -2.809], [-1.833, -0.812, -3.194], [-2.202, 0.530, -3.402], [-0.990, 1.306, -3.908], [-1.281, 2.338, -4.130], [-0.589, 0.829, -4.809], [0.026, 1.333, -2.920], [1.244, 0.866, -3.273], [1.523, 0.547, -4.409], [2.152, 0.817, -2.130], [3.434, 0.408, -2.271], [4.258, 0.359, -1.175], [3.894, 0.787, 0.082], [2.634, 1.213, 0.312], [2.175, 1.672, 1.629], [2.741, 1.493, 2.686], [1.009, 2.330, 1.528], [0.324, 2.673, 2.740], [-0.812, 1.712, 2.934], [-0.606, 0.466, 3.355], [-1.615, -0.579, 3.456], [-2.981, -0.302, 3.518], [-3.905, -1.329, 3.565], [-3.485, -2.649, 3.553], [-2.131, -2.937, 3.510], [-1.205, -1.913, 3.469], [-0.149, -2.140, 3.430], [-1.797, -3.965, 3.510], [-4.211, -3.448, 3.581], [-4.959, -1.099, 3.604], [-3.320, 0.722, 3.534], [0.402, 0.161, 3.609], [-1.788, 2.049, 2.616], [1.039, 2.619, 3.569], [-0.030, 3.698, 2.612], [1.574, 1.178, -0.776], [0.516, 0.162, -0.398], [-0.783, 0.551, -0.122], [-1.737, -0.409, 0.181], [-1.421, -1.761, 0.227], [-0.117, -2.142, -0.022], [0.839, -1.189, -0.334], [1.854, -1.497, -0.543], [0.154, -3.185, 0.018], [-2.190, -2.479, 0.463], [-3.088, 0.003, 0.421], [-3.293, 1.176, 0.660], [-3.960, -0.841, 0.350], [-1.067, 1.591, -0.163], [1.091, 2.159, -0.842], [5.013, 0.748, 1.070], [5.847, 1.351, 0.713], [5.360, -0.278, 1.193], [4.683, 1.119, 2.034], [5.222, 0.092, -1.315], [4.058, -0.003, -3.561], [5.098, -0.294, -3.420], [4.004, 0.811, -4.281], [3.504, -0.831, -3.998], [-2.998, 0.598, -4.160], [-2.574, 0.977, -2.468], [-3.509, -1.365, -2.089], [-3.600, -1.679, -3.838]], "smiles": "COCCOC(=O)C1=C(C)NC(C)=C(C(=O)OC/C=C/c2ccccc2)[C@@H]1c1cccc([N+](=O)[O-])c1", "energy_ev": -45763.5983, "fmax_ha_per_bohr": 0.0265}

***

{"formula": "C27H28N4O4S", "method": "wB97M-V/def2-TZVPD", "elements": ["C", "H", "O", "C", "C", "C", "C", "C", "C", "H", "H", "C", "N", "C", "N", "N", "H", "S", "C", "C", "C", "C", "C", "C", "C", "H", "O", "C", "H", "H", "H", "O", "C", "H", "H", "H", "H", "H", "C", "H", "C", "O", "N", "H", "C", "C", "C", "C", "C", "C", "C", "H", "H", "H", "H", "H", "H", "H", "H", "H", "H", "H", "H", "H"], "positions_angstrom": [[2.425, -5.466, 1.846], [2.710, -6.438, 1.759], [2.823, -4.756, 0.762], [2.591, -3.564, 0.464], [3.160, -3.078, -0.799], [3.068, -1.717, -0.965], [2.315, -0.939, -0.182], [1.401, -1.599, 0.975], [1.691, -2.928, 1.321], [1.263, -3.240, 2.112], [0.794, -0.946, 1.786], [1.693, 0.318, -0.351], [1.098, 1.217, 0.147], [1.025, 2.464, -0.296], [1.483, 2.248, -1.621], [2.204, 1.075, -1.588], [2.562, 0.747, -2.602], [0.512, 3.940, 0.176], [-1.502, 3.689, 0.754], [-1.455, 2.278, 1.336], [-2.551, 1.262, 0.777], [-2.452, 0.069, 1.496], [-1.744, -0.292, 2.468], [-0.646, 0.623, 2.961], [-0.981, 1.747, 2.409], [-0.043, 2.618, 2.667], [0.058, 0.088, 3.683], [0.965, 0.961, 4.408], [0.852, 1.815, 4.791], [1.683, 0.378, 4.966], [1.631, 1.189, 3.527], [-1.823, -1.669, 2.874], [-2.679, -2.479, 2.486], [-3.662, -2.241, 2.495], [-2.477, -2.785, 1.343], [-2.549, -3.335, 3.224], [-3.501, -0.658, 0.896], [-2.976, 1.762, 0.093], [-2.322, 4.076, -0.344], [-3.250, 4.092, 0.211], [-2.305, 3.370, -1.721], [-3.255, 2.754, -1.846], [-1.223, 3.070, -2.395], [-0.340, 3.466, -2.149], [-1.280, 2.230, -3.525], [-0.684, 1.101, -3.490], [-0.977, 0.283, -2.408], [-0.451, -0.943, -2.268], [0.315, -1.572, -2.947], [0.911, -0.864, -3.968], [0.237, 0.482, -4.244], [0.546, 1.073, -5.097], [1.374, -1.060, -4.814], [0.943, -2.450, -2.927], [-0.713, -1.492, -1.320], [-1.622, 0.750, -1.467], [-0.707, 2.829, -4.424], [-2.202, 2.180, -3.890], [-2.069, 5.138, -0.608], [-1.275, 4.607, 1.538], [3.386, -1.245, -1.878], [3.967, -3.502, -1.186], [1.209, -5.582, 1.742], [2.822, -5.152, 2.829]], "energy_ev": -53414.9727, "fmax_ha_per_bohr": 0.3407}

***

{"formula": "C27H28N6O3", "method": "wB97M-V/def2-TZVPD", "elements": ["C", "C", "C", "C", "C", "C", "C", "N", "C", "N", "N", "N", "H", "H", "H", "N", "C", "O", "C", "C", "C", "C", "O", "H", "H", "H", "C", "C", "C", "C", "C", "C", "C", "H", "H", "H", "H", "H", "H", "C", "O", "N", "H", "C", "C", "C", "C", "C", "C", "H", "H", "H", "H", "H", "H", "H", "H", "H", "H", "H", "H", "H", "H", "H"], "positions_angstrom": [[-3.144, -2.714, -0.176], [-2.280, -1.910, -1.099], [-1.878, -0.636, -0.718], [-1.055, 0.132, -1.525], [-0.599, -0.372, -2.739], [-0.993, -1.630, -3.139], [-1.837, -2.388, -2.333], [-2.190, -3.664, -2.804], [-3.371, -4.330, -2.801], [-3.198, -5.479, -3.398], [-1.922, -5.519, -3.761], [-1.313, -4.463, -3.430], [-4.290, -3.958, -2.407], [-0.650, -2.049, -4.072], [0.055, 0.222, -3.359], [-0.621, 1.411, -1.095], [-1.005, 2.579, -1.679], [-0.451, 3.639, -1.432], [-2.135, 2.531, -2.616], [-2.597, 3.560, -3.399], [-3.715, 3.058, -4.094], [-3.859, 1.767, -3.681], [-2.913, 1.438, -2.793], [-4.571, 1.008, -3.939], [-4.328, 3.581, -4.798], [-2.174, 4.542, -3.454], [0.461, 1.468, -0.120], [1.516, 0.437, -0.439], [2.582, 0.765, -1.267], [3.528, -0.189, -1.601], [3.416, -1.479, -1.111], [2.355, -1.813, -0.286], [1.409, -0.861, 0.048], [0.579, -1.124, 0.687], [2.262, -2.818, 0.096], [4.152, -2.223, -1.374], [4.353, 0.076, -2.246], [2.665, 1.771, -1.653], [0.873, 2.483, -0.220], [-0.044, 1.320, 1.325], [-1.201, 1.128, 1.630], [0.958, 1.444, 2.213], [1.900, 1.561, 1.875], [0.788, 1.267, 3.641], [1.567, 2.337, 4.409], [3.077, 2.137, 4.291], [3.475, 0.736, 4.743], [2.734, -0.323, 3.933], [1.225, -0.138, 4.073], [0.938, -0.284, 5.116], [0.697, -0.879, 3.471], [3.021, -0.254, 2.880], [3.012, -1.319, 4.282], [4.553, 0.602, 4.633], [3.230, 0.615, 5.801], [3.399, 2.292, 3.258], [3.587, 2.883, 4.903], [1.289, 3.324, 4.036], [1.279, 2.281, 5.460], [-0.286, 1.383, 3.825], [-2.200, -0.230, 0.229], [-4.199, -2.571, -0.415], [-2.919, -3.777, -0.237], [-2.994, -2.383, 0.849]], "smiles": "Cc1cc(N(C(=O)c2ccco2)[C@@H](C(=O)NC2CCCCC2)c2ccccc2)ccc1-n1cnnn1", "energy_ev": -43536.4319, "fmax_ha_per_bohr": 0.0296}

***

Record-wise M values, in g mol⁻¹: 726.91, 492.53, 504.61, 484.56